Entry 1:
# C30H77N3O10

A cluster of 7 separate species, C30H77N3O10 in total (ωB97M-V/def2-TZVPD, the Open Molecules 2025 dataset).

Last column: Löwdin charge in e.
Geometry (Å):
C  16.3080  21.6978  -11.1374  -0.06
C  16.6993  21.1501  -12.5281  -0.48
C  16.6256  19.6392  -12.6164  -0.06
O  15.8084  21.8312  -13.4228  -0.08
H  15.2939  21.4303  -10.8563  0.08
H  16.4505  22.7761  -11.2123  0.06
H  17.0719  21.3927  -10.4186  0.08
H  17.7207  21.5091  -12.6925  0.14
H  17.2002  19.2465  -13.4557  0.07
H  15.6050  19.2631  -12.6664  0.08
H  17.0756  19.2803  -11.6867  0.08
H  16.1644  21.7081  -14.3150  0.07
C  2.0782  23.9571  -10.1155  -0.05
C  3.3020  23.1062  -10.4493  -0.50
C  4.6119  23.8003  -10.1115  -0.06
O  3.3020  21.8933  -9.7087  -0.06
H  1.1143  23.4519  -10.2080  0.07
H  2.0467  24.7973  -10.8113  0.08
H  2.1743  24.2183  -9.0606  0.08
H  3.3463  22.8516  -11.5192  0.12
H  5.4509  23.1588  -10.3782  0.07
H  4.7170  24.1757  -9.0948  0.09
H  4.7065  24.6862  -10.7515  0.08
H  2.6007  21.2928  -9.9727  0.09
C  6.6518  27.6803  -14.6389  -0.05
C  6.8764  27.9270  -13.1584  -0.50
C  6.2258  29.2207  -12.7227  -0.06
O  6.2750  26.8959  -12.3786  -0.07
H  6.9350  28.5489  -15.2321  0.08
H  5.6370  27.3700  -14.9078  0.07
H  7.1981  26.7800  -14.9481  0.07
H  7.9570  27.9064  -12.9818  0.12
H  6.6765  30.0778  -13.2245  0.08
H  6.3719  29.4087  -11.6521  0.08
H  5.1376  29.2174  -12.7881  0.08
H  6.5396  26.0204  -12.7159  0.04
C  11.9235  28.4690  -11.8401  -0.05
C  12.9015  29.6158  -11.6407  -0.48
C  14.3702  29.2391  -11.6442  -0.07
O  12.6885  30.6618  -12.6213  -0.07
H  12.3311  27.8345  -12.6348  0.08
H  10.9550  28.8992  -12.0875  0.08
H  11.8505  27.7854  -10.9940  0.08
H  12.6865  30.2163  -10.7489  0.13
H  15.0352  30.0771  -11.4341  0.08
H  14.6899  28.8405  -12.6107  0.08
H  14.5930  28.5014  -10.8661  0.07
H  12.2560  30.2860  -13.3974  0.08
C  3.5676  21.3684  -17.8360  -0.13
O  3.1697  22.6863  -17.5992  -0.18
C  3.1526  23.0607  -16.2310  -0.22
C  3.3524  24.5572  -16.0996  -0.21
N  2.1816  25.2092  -16.6840  -0.05
C  2.1667  26.6594  -16.4850  -0.20
C  3.2987  27.4127  -17.2445  -0.22
O  3.4417  27.0235  -18.5835  -0.18
C  2.3231  27.2396  -19.3992  -0.12
H  3.3432  20.6799  -17.0101  0.09
H  4.6473  21.3030  -18.0017  0.09
H  3.0232  20.9463  -18.6803  0.09
H  4.0460  22.5905  -15.7963  0.10
H  2.2510  22.7133  -15.7258  0.13
H  4.2887  24.8916  -16.5601  0.13
H  3.3611  24.8316  -15.0433  0.11
H  2.1136  25.0655  -17.6846  0.10
H  2.3168  26.8963  -15.4301  0.11
H  1.1968  27.0152  -16.8251  0.10
H  4.2508  27.3021  -16.7276  0.09
H  3.0794  28.4855  -17.1357  0.12
H  2.3563  28.2036  -19.9151  0.09
H  1.3891  27.2292  -18.8287  0.08
H  2.1925  26.4652  -20.1552  0.09
C  12.2802  16.3149  -17.8665  -0.13
O  12.8967  17.3867  -17.2232  -0.18
C  12.0264  18.4121  -16.8330  -0.25
C  12.8249  19.6476  -16.4821  -0.23
N  13.5663  20.1429  -17.6304  -0.06
C  14.7364  20.9715  -17.3324  -0.20
C  14.3204  22.2628  -16.7078  -0.26
O  15.3875  22.8171  -15.9830  -0.21
C  14.9552  24.0501  -15.3380  -0.05
H  11.8271  16.5484  -18.8430  0.09
H  11.5493  15.8064  -17.2334  0.09
H  13.0528  15.6179  -18.2055  0.09
H  11.3661  18.1455  -15.9974  0.12
H  11.2923  18.6846  -17.6061  0.13
H  13.5323  19.3739  -15.6765  0.13
H  12.1495  20.3992  -16.0640  0.11
H  13.8385  19.2843  -18.1014  0.10
H  15.2267  21.0603  -18.3029  0.12
H  15.4508  20.4541  -16.6713  0.12
H  13.4228  22.1651  -16.0800  0.11
H  13.9225  22.9317  -17.4889  0.13
H  14.2677  23.7152  -14.5620  0.07
H  14.3766  24.5904  -16.0917  0.09
H  15.8315  24.6129  -15.0479  0.09
C  5.8760  23.3794  -13.6355  -0.09
O  6.8901  24.3331  -13.4473  -0.22
C  8.1756  23.7896  -13.1911  -0.19
C  9.1450  24.9312  -12.9359  -0.22
N  10.2649  24.5147  -12.1107  -0.06
C  11.1575  23.5268  -12.7656  -0.18
C  12.4746  23.5540  -11.9756  -0.21
O  13.0408  24.8419  -12.2185  -0.22
C  14.1400  25.1305  -11.4034  -0.11
H  4.9528  23.9567  -13.7144  0.08
H  5.7354  22.7984  -12.7170  0.08
H  5.9309  22.7444  -14.5212  0.09
H  8.4848  23.0839  -13.9641  0.13
H  8.1492  23.3180  -12.1985  0.13
H  8.6230  25.6672  -12.3109  0.11
H  9.4245  25.5703  -13.7897  0.12
H  10.9090  25.2716  -11.9090  0.09
H  11.4967  23.9436  -13.7261  0.12
H  10.7156  22.5377  -12.8334  0.12
H  13.1715  22.8435  -12.4358  0.11
H  12.3855  23.3864  -10.9011  0.13
H  15.0160  24.4942  -11.5807  0.07
H  13.9075  24.9986  -10.3407  0.09
H  14.5004  26.1438  -11.5722  0.07

Output
energy above the lowest of the compared OMol25 structures with the same formula, charge and spin: 2.040 eV
Kohn-Sham gap: 0.3358 hartree
SMILES: COCCNCCOC.COCCNCCOC.COCCNCCOC.CC(C)O.CC(C)O.CC(C)O.CC(C)O


Entry 2:
# C30H78N2O14S8

A cluster of 12 separate species, C30H78N2O14S8 in total (ωB97M-V/def2-TZVPD, the Open Molecules 2025 dataset).

Last column: Löwdin charge in e.
Geometry (Å):
C  -6.4336  2.5598  -1.4580  -0.27
S  -4.7637  2.0031  -1.4425  0.80
O  -4.1801  2.3167  -2.7673  -0.55
C  -4.0959  3.2761  -0.3744  -0.24
H  -6.8897  2.3273  -0.4917  0.05
H  -6.9552  1.9762  -2.2155  0.06
H  -6.5306  3.6176  -1.6974  0.06
H  -4.3140  3.1227  0.6729  0.05
H  -4.5359  4.2231  -0.7125  0.07
H  -3.0495  3.3552  -0.6389  0.02
C  2.5538  1.3826  -5.7739  -0.25
S  2.3118  0.3650  -4.3148  0.81
O  1.9048  1.2799  -3.2482  -0.54
C  0.8197  -0.3812  -4.9415  -0.27
H  1.6668  1.9865  -5.9297  0.05
H  2.8460  0.7306  -6.5905  0.06
H  3.3703  2.0622  -5.5277  0.05
H  0.2708  -0.8508  -4.1333  0.02
H  1.0815  -1.1620  -5.6598  0.06
H  0.2104  0.3594  -5.4593  0.05
C  0.6098  4.2223  -0.0443  -0.25
S  -0.6858  5.1146  0.8136  0.83
O  -1.2635  4.1510  1.7961  -0.56
C  0.4142  6.1939  1.7068  -0.27
H  0.1036  3.7193  -0.8597  0.01
H  1.0098  3.4811  0.6544  0.04
H  1.3959  4.8778  -0.3970  0.06
H  1.0262  6.6877  0.9449  0.06
H  1.0521  5.6156  2.3772  0.07
H  -0.1225  6.9444  2.2777  0.05
C  0.7836  0.2453  -0.6206  -0.24
S  -0.2673  -0.4984  0.6251  0.81
O  0.5607  -0.6952  1.8459  -0.55
C  -1.2042  0.9745  0.9912  -0.23
H  1.1578  1.1722  -0.1970  0.04
H  0.3149  0.4288  -1.5831  0.02
H  1.5778  -0.4732  -0.8103  0.04
H  -1.9379  1.0869  0.1889  0.05
H  -0.5794  1.8485  1.1416  0.03
H  -1.7750  0.7128  1.8831  0.05
C  3.6018  1.1073  2.0355  -0.28
S  3.9914  2.3359  0.8246  0.80
O  3.7172  3.6258  1.5000  -0.57
C  5.7750  2.0864  0.8657  -0.26
H  2.5135  1.0538  2.0811  0.03
H  3.9284  1.3793  3.0393  0.07
H  4.0222  0.1632  1.7256  0.01
H  6.2434  3.0553  1.0359  0.05
H  6.0958  1.6542  -0.0801  0.04
H  6.0958  1.4232  1.6679  0.05
C  -0.2442  0.1966  5.1101  -0.28
S  1.2717  -0.5616  5.6334  0.80
O  2.3241  0.0732  4.8332  -0.54
C  1.2972  0.2208  7.2344  -0.28
H  -1.0910  -0.2757  5.6230  0.06
H  -0.3454  -0.0069  4.0427  0.02
H  -0.2588  1.2714  5.2809  0.06
H  1.4118  1.2929  7.0987  0.06
H  2.1283  -0.1875  7.8062  0.05
H  0.3764  -0.0010  7.7800  0.06
C  -2.2637  4.1492  -4.9993  -0.26
S  -1.0163  4.2484  -3.7199  0.81
O  -1.6841  4.9656  -2.6078  -0.55
C  -1.0455  2.5419  -3.1972  -0.28
H  -1.9253  3.4795  -5.7955  0.05
H  -2.4100  5.1540  -5.3813  0.05
H  -3.1769  3.7581  -4.5557  0.04
H  -0.8918  1.8404  -4.0172  0.04
H  -1.9227  2.3367  -2.5899  0.02
H  -0.1278  2.4602  -2.6029  0.01
C  -2.4104  -0.8314  -2.7382  -0.27
S  -3.2418  -2.0715  -1.7851  0.77
O  -4.6121  -2.1769  -2.2899  -0.54
C  -2.2762  -3.4659  -2.2964  -0.27
H  -1.4185  -0.7231  -2.2905  0.02
H  -2.9398  0.1184  -2.6324  0.02
H  -2.3356  -1.0701  -3.8013  0.07
H  -2.5198  -4.3545  -1.7192  0.05
H  -1.2420  -3.1997  -2.0256  0.03
H  -2.3087  -3.6670  -3.3643  0.06
C  1.4473  -3.7147  -4.2104  -0.38
O  0.3572  -3.3893  -3.9300  0.03
N  2.5356  -3.4899  -3.4491  -0.17
C  3.7711  -4.1501  -3.7068  -0.07
C  2.4218  -2.7883  -2.1946  -0.04
H  1.6543  -4.2259  -5.1540  0.14
H  4.0587  -4.8037  -2.8837  0.09
H  4.5827  -3.4073  -3.8232  0.09
H  3.7593  -4.6867  -4.6521  0.09
H  2.2339  -3.5137  -1.4004  0.06
H  3.3413  -2.2374  -1.9697  0.09
H  1.6379  -2.0414  -2.2458  0.06
C  5.5212  -2.0127  0.5403  -0.35
O  5.0404  -1.0257  0.0944  0.03
N  4.9446  -2.7924  1.4811  -0.19
C  5.7039  -3.7942  2.1401  -0.07
C  3.6187  -2.5395  1.9739  -0.04
H  6.4827  -2.4058  0.1979  0.14
H  6.5291  -4.1136  1.5012  0.09
H  5.0926  -4.6894  2.2749  0.09
H  6.1001  -3.4445  3.0912  0.09
H  3.0023  -2.0201  1.2371  0.08
H  3.1418  -3.4770  2.2512  0.08
H  3.5972  -1.8660  2.8467  0.10
O  -6.5802  3.1272  4.3606  0.11
C  -6.3284  1.9865  4.1292  -0.58
O  -5.1752  1.4204  4.4207  0.01
C  -4.2409  2.2554  5.0322  -0.26
C  -3.4098  2.9853  4.0419  -0.07
C  -7.2250  1.0455  3.4030  0.03
H  -3.6505  1.6391  5.7045  0.12
H  -4.7254  2.9930  5.6807  0.13
H  -2.9916  2.3454  3.2794  0.06
H  -2.6777  3.6009  4.5645  0.09
H  -4.0399  3.7609  3.5819  0.09
H  -7.4181  1.4496  2.4162  0.08
H  -8.1497  0.9436  3.9535  0.09
H  -6.7150  0.0916  3.2831  0.09
O  1.8409  -5.6833  -1.2088  0.11
C  0.8921  -6.2542  -0.8033  -0.66
O  0.0954  -5.7450  0.0332  0.04
C  0.4546  -4.3915  0.4915  -0.18
C  -0.4971  -3.9031  1.5380  -0.07
C  0.4795  -7.6233  -1.1483  0.03
H  0.4404  -3.6975  -0.3621  0.10
H  1.4892  -4.4383  0.8584  0.12
H  -1.5196  -3.7303  1.2101  0.08
H  -0.0776  -2.9546  1.9147  0.05
H  -0.5630  -4.4922  2.4642  0.09
H  1.2926  -8.1261  -1.6476  0.09
H  -0.4226  -7.5722  -1.7459  0.10
H  0.3025  -8.1616  -0.2142  0.10

Output
energy above the lowest of the compared OMol25 structures with the same formula, charge and spin: 0.000 eV
Kohn-Sham gap: 0.3150 hartree